{
  "formula": "C28H63Mn2N9O12",
  "method": "ωB97M-V/def2-TZVPD",
  "elements": ["Mn", "Mn", "C", "O", "O", "O", "C", "O", "N", "C", "C", "H", "H", "H", "H", "H", "H", "H", "C", "O", "N", "C", "C", "H", "H", "H", "H", "H", "H", "H", "C", "O", "N", "C", "C", "H", "H", "H", "H", "H", "H", "H", "C", "O", "N", "C", "C", "H", "H", "H", "H", "H", "H", "H", "C", "O", "N", "C", "C", "H", "H", "H", "H", "H", "H", "H", "C", "O", "N", "C", "C", "H", "H", "H", "H", "H", "H", "H", "C", "O", "N", "C", "C", "H", "H", "H", "H", "H", "H", "H", "C", "O", "N", "C", "C", "H", "H", "H", "H", "H", "H", "H", "C", "O", "N", "C", "C", "H", "H", "H", "H", "H", "H", "H"],
  "coordinates": [[29.515, 28.391, 13.651], [29.660, 23.992, 14.138], [28.374, 26.019, 13.334], [27.836, 24.920, 13.460], [29.542, 26.094, 13.613], [27.903, 27.123, 13.140], [29.340, 23.884, 17.255], [29.022, 24.261, 16.134], [28.807, 22.808, 17.894], [29.257, 22.407, 19.236], [27.821, 21.897, 17.274], [30.077, 24.381, 17.905], [29.810, 21.480, 19.091], [28.427, 22.272, 19.929], [29.812, 23.202, 19.735], [27.975, 20.881, 17.636], [26.827, 22.219, 17.584], [27.838, 21.894, 16.184], [24.891, 25.353, 11.397], [24.407, 24.232, 11.462], [24.375, 26.427, 10.822], [24.989, 27.830, 10.917], [23.294, 26.253, 9.856], [25.854, 25.643, 11.843], [25.553, 28.083, 10.019], [25.638, 27.826, 11.792], [24.298, 28.655, 11.092], [22.768, 27.193, 9.686], [23.835, 26.087, 8.924], [22.577, 25.489, 10.158], [25.065, 23.984, 15.576], [24.858, 22.829, 16.010], [24.308, 25.080, 15.858], [24.661, 26.418, 15.487], [23.314, 25.015, 16.966], [25.799, 24.278, 14.809], [25.458, 26.566, 14.759], [24.978, 27.028, 16.333], [23.772, 26.997, 15.238], [23.714, 25.486, 17.864], [22.496, 25.663, 16.652], [22.945, 24.028, 17.246], [31.972, 27.335, 11.598], [31.223, 28.005, 12.299], [33.027, 27.917, 10.962], [33.927, 27.099, 10.133], [33.152, 29.341, 10.749], [32.108, 26.246, 11.680], [33.913, 27.331, 9.068], [33.969, 26.017, 10.259], [34.980, 27.315, 10.313], [32.695, 29.987, 11.499], [34.168, 29.728, 10.673], [32.652, 29.558, 9.805], [29.891, 27.926, 16.999], [30.032, 28.166, 15.747], [28.722, 27.676, 17.571], [27.472, 27.385, 16.800], [28.701, 27.599, 19.060], [30.678, 27.927, 17.769], [27.614, 27.447, 15.721], [26.759, 28.173, 17.041], [27.058, 26.431, 17.125], [28.159, 28.418, 19.532], [28.134, 26.715, 19.350], [29.672, 27.667, 19.551], [25.517, 21.080, 11.087], [24.692, 20.132, 11.081], [26.616, 21.329, 10.375], [27.025, 20.373, 9.330], [27.378, 22.588, 10.571], [25.187, 21.977, 11.634], [26.392, 19.500, 9.176], [27.983, 19.987, 9.676], [27.138, 20.848, 8.356], [26.872, 23.369, 11.139], [28.257, 22.540, 11.213], [27.653, 22.974, 9.589], [27.469, 30.601, 14.860], [28.093, 29.582, 14.522], [26.115, 30.749, 14.741], [25.476, 32.043, 15.070], [25.237, 29.673, 14.399], [27.843, 31.540, 15.296], [24.896, 32.071, 15.993], [24.857, 32.348, 14.226], [26.167, 32.882, 15.155], [25.777, 28.855, 13.921], [24.616, 29.451, 15.267], [24.464, 30.015, 13.711], [28.698, 27.021, 7.932], [29.656, 27.745, 8.175], [27.958, 26.245, 8.745], [28.287, 26.361, 10.185], [26.870, 25.468, 8.329], [28.308, 26.823, 6.922], [27.378, 26.713, 10.674], [29.254, 26.851, 10.298], [28.485, 25.334, 10.489], [25.926, 25.511, 8.872], [26.476, 25.769, 7.358], [27.209, 24.433, 8.374], [28.766, 29.886, 10.619], [29.060, 29.520, 11.772], [27.571, 30.568, 10.347], [27.100, 30.710, 8.981], [26.717, 31.206, 11.342], [29.276, 29.533, 9.710], [27.069, 31.734, 8.608], [26.048, 30.439, 9.070], [27.644, 30.029, 8.326], [25.830, 30.573, 11.339], [27.087, 31.146, 12.365], [26.403, 32.195, 11.007]],
  "mulliken_charge": [0.670, 0.863, 2.005, -0.757, -1.178, 1.261, 0.294, -0.777, 0.199, -0.966, -0.923, 0.416, 0.377, 0.348, 0.335, 0.363, 0.355, 0.240, 0.306, -0.705, 0.181, -0.686, -1.030, 0.034, 0.395, -0.388, 0.510, 0.297, 0.366, 0.306, 0.141, -0.692, 0.143, -1.078, -1.058, 0.328, -0.019, 0.520, 0.518, 0.346, 0.340, 0.323, -0.001, -0.623, 0.172, -1.014, -0.992, 0.309, 0.359, 0.356, 0.367, 0.236, 0.376, 0.349, -0.230, -0.725, 0.379, -0.969, -0.988, 0.361, -0.331, 0.555, 0.557, 0.349, 0.330, 0.355, 0.236, -0.623, 0.169, -0.986, -0.058, 0.265, 0.342, 0.361, 0.294, -0.317, 0.074, 0.200, -0.167, -0.085, 0.361, -1.002, -0.830, 0.291, 0.353, 0.339, 0.359, -0.241, 0.454, 0.509, -0.086, -0.534, 0.380, 0.139, -0.980, 0.329, -0.464, -0.136, 0.108, 0.185, 0.457, 0.292, -0.176, -0.540, 0.196, -0.849, -0.459, 0.389, 0.309, 0.335, 0.262, 0.037, 0.004, 0.442],
  "homo_energy_ev": [-12.1129, -12.1127],
  "charge": 2,
  "e_lumo_ev": [-6.903, -6.923],
  "multiplicity": 11,
  "gap_ev": [5.21, 5.19]
}